{"formula": "C2H9N4", "method": "the ωB97M-V functional and the def2-TZVPD basis", "e_lumo_ha": -0.1109, "gap_ev": 10.88, "total_charge": 1, "e_tot_ha": -300.38080, "spin_multiplicity": 1, "symbols": ["C", "N", "H", "N", "N", "H", "H", "H", "H", "H", "H", "C", "H", "H", "N"], "coordinates": [[-0.90174, -0.03915, 0.70439], [-2.08775, -0.54601, 1.12503], [0.12885, 1.68479, 0.62692], [1.45170, 0.36834, -1.79462], [-0.05143, -0.81538, 0.00220], [-1.08997, 1.71977, 1.70328], [1.76948, -1.42846, -0.88619], [1.74174, 1.41527, -1.76066], [-2.56197, -0.07472, 1.98936], [1.80113, -0.04805, -2.70824], [-2.34248, -1.53035, 0.86341], [1.48071, -0.44406, -0.59789], [2.00001, -0.00490, 0.35737], [-0.24853, -1.87159, -0.04143], [-0.58087, 1.21048, 1.08053]], "forces_ev_per_a": [[0.44, -1.28, 0.21], [-0.75, 0.17, 1.57], [1.62, 0.84, -0.88], [1.17, 1.43, -0.10], [0.64, -0.82, -0.50], [-1.90, 1.40, 1.75], [0.52, -0.62, 0.35], [-0.70, -2.80, 0.28], [1.07, -1.49, -2.49], [-0.74, 0.48, 2.06], [0.34, 1.66, 0.70], [-1.47, 2.00, 0.61], [-0.80, -0.86, -2.12], [0.11, 2.55, 0.05], [0.47, -2.65, -1.49]], "mulliken_charge": [0.759, -0.442, 0.170, -0.458, -0.318, 0.171, 0.333, 0.235, 0.259, 0.247, 0.236, -0.480, 0.340, 0.244, -0.296]}

{"formula": "C2H9N4", "method": "the ωB97M-V functional and the def2-TZVPD basis", "e_lumo_ha": [-0.1143, -0.2637], "gap_ev": [6.90, 7.27], "total_charge": 1, "e_tot_ha": -300.16151, "spin_multiplicity": 3, "symbols": ["H", "H", "C", "H", "H", "H", "H", "H", "N", "N", "N", "C", "H", "H", "N"], "coordinates": [[-1.77554, -2.58316, 0.37924], [-1.84625, 1.03668, -0.87367], [-0.03570, 1.05245, -0.12799], [1.46808, 2.69336, -0.79021], [-1.40358, -1.37548, -0.36103], [-0.45122, -2.83640, -0.74957], [1.88260, 1.24845, 1.02352], [0.14337, 3.00132, -1.69216], [0.79061, 2.24096, -1.36754], [-0.96300, -2.23168, -0.02732], [-1.13664, 0.51804, -0.22921], [1.04410, 0.55066, 0.83021], [-0.16925, -1.93053, 0.60205], [1.63007, -0.81810, 2.00882], [0.82234, -0.56658, 1.37486]], "forces_ev_per_a": [[-1.08, -2.17, 1.46], [1.10, -1.21, 1.75], [3.38, 0.13, 3.55], [1.03, 0.58, 0.31], [1.02, 1.11, -1.02], [-1.81, 0.97, 0.92], [-0.31, -0.68, -0.15], [0.63, -0.83, 0.04], [-1.86, -0.10, 0.02], [2.69, -0.51, -1.79], [-3.76, 0.90, -3.95], [-0.52, 2.57, -2.78], [-0.73, 0.64, 0.62], [-1.33, 0.43, -0.53], [1.54, -1.82, 1.55]], "mulliken_charge": [0.372, 0.225, 0.366, 0.298, 0.286, 0.402, 0.269, 0.323, -0.349, -0.408, -0.578, -0.158, 0.349, 0.216, -0.611]}

{"formula": "C2H9N5", "method": "the ωB97M-V functional and the def2-TZVPD basis", "e_lumo_ha": 0.0209, "gap_ev": 8.07, "total_charge": 0, "e_tot_ha": -355.17303, "spin_multiplicity": 1, "symbols": ["N", "H", "H", "H", "C", "N", "H", "H", "N", "N", "N", "H", "H", "H", "C", "H"], "coordinates": [[-1.51981, 0.98652, -0.57771], [1.11778, -0.07792, -1.62914], [0.93618, 2.15013, -0.57378], [-0.87833, -3.03985, 0.51004], [1.19577, 1.58720, 0.33049], [-0.79798, -1.21251, -0.22745], [1.70194, -1.23223, -0.51963], [2.05496, 1.94343, 0.90457], [0.89053, -0.85312, -1.00948], [0.62247, 0.47140, 0.67793], [-0.49229, -2.12194, 0.70825], [-1.14649, 0.84435, -1.50848], [-1.32922, 0.17119, 1.29407], [-1.42866, 1.95606, -0.30446], [-0.79535, 0.15654, 0.34023], [-0.13150, -1.72926, 1.58455]], "forces_ev_per_a": [[0.29, -0.28, 0.03], [-0.54, -0.25, 0.36], [-0.41, 0.22, 0.38], [0.47, 0.37, 0.57], [-1.07, -1.48, 0.81], [3.38, 0.48, -0.30], [-0.79, 0.05, 0.14], [0.11, -0.45, -0.40], [-1.05, -2.29, -1.52], [-0.22, 2.93, 1.38], [-0.69, 1.20, -0.45], [-0.08, 0.18, -0.12], [0.01, -0.07, 0.09], [-0.04, 0.06, -0.14], [0.78, 0.34, -0.44], [-0.15, -1.02, -0.36]], "mulliken_charge": [-0.589, 0.266, 0.265, 0.231, -0.464, -0.076, 0.312, 0.258, -0.773, -0.310, -0.309, 0.306, 0.440, 0.278, -0.113, 0.277]}

{"formula": "C2H9N5", "method": "the ωB97M-V functional and the def2-TZVPD basis", "e_lumo_ha": [-0.4287, -0.4267], "gap_ev": [8.29, 8.26], "total_charge": 2, "e_tot_ha": -354.54879, "spin_multiplicity": 1, "symbols": ["H", "N", "H", "C", "N", "H", "C", "H", "H", "H", "H", "N", "N", "N", "H", "H"], "coordinates": [[-1.46354, 2.82944, -0.86971], [0.20260, -1.12681, -0.05457], [0.02763, -1.93990, 0.43532], [1.53959, -1.17577, -0.65801], [-0.48600, 1.17289, 1.00904], [1.71155, -0.45058, -1.58600], [-0.82544, 0.91996, -0.20599], [-1.79183, 1.50885, -1.85448], [-1.68988, -0.92266, -0.16339], [-0.22050, 0.21740, 2.67393], [2.24980, -1.21624, 0.13990], [-0.83224, -0.46897, -0.51821], [0.16076, 0.35644, 1.82407], [-1.50645, 1.82179, -0.98391], [1.21485, 0.65150, 1.94639], [1.70908, -2.17735, -1.13436]], "forces_ev_per_a": [[0.06, -0.12, 0.52], [1.64, 0.98, -1.54], [-1.04, -2.28, 1.33], [0.32, 0.49, -3.10], [0.08, -0.72, 1.11], [-0.41, -1.02, 2.58], [-2.24, 3.67, -0.88], [-0.69, -0.68, -2.12], [-0.07, 0.38, -0.55], [-2.27, -0.53, 3.88], [0.70, 0.74, 0.43], [-0.36, -0.97, 0.26], [4.73, 2.54, -4.23], [2.39, -1.83, 2.48], [-2.08, -1.09, -0.50], [-0.76, 0.43, 0.33]], "mulliken_charge": [0.289, 0.063, 0.285, -0.728, -0.149, 0.334, 0.531, 0.248, 0.349, 0.271, 0.362, -0.101, -0.152, -0.321, 0.363, 0.356]}